Computed, not measured: 2 unconnected molecules or ions with the total composition C4H5NS in a non-equilibrium geometry, with ωB97M-V/def2-TZVPD.

```
11
Properties=species:S:1:pos:R:3
C 0.014 0.277 -0.088
C -1.101 0.699 0.020
C 2.313 -0.386 -0.025
C -2.497 1.108 0.085
N 2.172 -1.679 -0.109
S 3.416 0.731 0.079
H -3.043 0.444 0.758
H -2.558 2.128 0.460
H -2.948 1.060 -0.906
H 1.252 -2.086 -0.132
H 2.979 -2.295 -0.141
```

Calculated values
Orbital gap (alpha / beta): 8.16 / 8.16 eV
E_tot: -608.17801 Eh
Highest occupied orbital energy (alpha / beta): -8.80 / -8.80 eV
Relative energy (zero: lowest compared OMol25 entry of this formula, charge and spin): 108.3 kcal/mol

Here are the natural (NBO) charges for atoms 1 to 6, given in e: C -0.237; C -0.170; C 0.202; C -0.681; N -0.791; S 0.137